# 1
21
Properties=species:S:1:pos:R:3 method="wB97M-V/def2-TZVPD" gap_ev=6.58 total_energy_ev=-24630.1048 multiplicity=1 e_homo_ev=-17.348 smiles="CC1=[NH+]N=N[N@@+]1(C)c1nccs1" fmax_ev_per_a=3.584 total_charge=+2
C -2.382 -2.002 -1.375
C -1.405 -2.847 -1.835
C -0.749 -0.586 -0.996
C 1.246 0.430 -0.127
C 1.441 -0.106 1.232
C -0.939 1.722 -0.029
N -2.037 -0.728 -0.968
N 1.566 1.481 -2.012
N 0.373 1.446 -1.929
N 2.198 0.788 -1.012
N -0.055 0.706 -0.686
S 0.101 -2.070 -1.634
H -3.493 -2.299 -1.410
H -1.478 -3.954 -2.227
H 1.701 0.875 1.681
H 2.353 -0.831 1.161
H 0.564 -0.651 1.699
H -0.431 2.610 0.183
H -1.704 1.846 -0.790
H -1.206 1.330 0.887
H 3.343 0.706 -1.069


# 2
22
Properties=species:S:1:pos:R:3 method="wB97M-V/def2-TZVPD" gap_ev="7.30 / 5.44" total_energy_ev=-26130.3833 multiplicity=1 e_homo_ev="-12.132 / -11.248" fmax_ev_per_a=3.465 total_charge=+1
C -3.783 -0.906 -0.411
C -3.713 1.075 0.334
C 3.793 2.179 -0.310
C 2.173 0.509 -0.423
C -1.185 1.077 0.056
C 0.683 -2.501 0.439
N -4.543 0.121 0.064
N -2.525 -0.648 -0.409
N 3.342 1.074 0.106
N -2.379 0.606 -0.023
N 0.641 -1.214 -0.143
N 1.703 -0.601 0.106
S -0.059 2.109 0.288
H -4.233 -1.839 -0.866
H -4.022 2.045 0.467
H 4.493 2.582 0.441
H 3.504 2.696 -1.175
H 1.831 1.109 -1.190
H 1.620 -2.749 0.866
H -0.059 -2.530 1.242
H 0.393 -3.236 -0.307
H 2.325 -0.960 0.850


# 3
17
Properties=species:S:1:pos:R:3 method="wB97M-V/def2-TZVPD" gap_ev="8.41 / 8.42" total_energy_ev=-9901.5769 multiplicity=1 e_homo_ev="-8.533 / -8.539" fmax_ev_per_a=1.836 total_charge=0
C 1.831 -0.218 -0.509
C -0.241 1.736 0.508
C 0.389 -0.561 -0.436
C -1.731 -0.338 0.711
C -0.050 -1.912 -0.699
C -0.661 0.435 -0.167
N -0.549 -2.120 0.444
O -2.860 -0.566 0.341
H -1.465 -0.323 1.783
H 0.345 -2.626 -1.424
H -1.198 0.639 -1.097
H 2.203 -0.014 0.503
H 2.429 -1.035 -0.913
H 1.992 0.692 -1.091
H 0.294 1.536 1.438
H 0.394 2.344 -0.138
H -1.122 2.330 0.746


For each record above, in turn, the calculated energy relative to the best compared isomer or geometry (same formula, charge and spin) values are 45.5 127.6 92.9 kcal per mole.